The following is a DFT calculation (ωB97M-V/def2-TZVPD) of 11 unconnected molecules or ions with the total composition C44H121N11O11 at a distorted geometry.

Cartesian coordinates (Å):
C 5.565 5.431 -1.880
C 5.841 3.937 -1.735
C 4.856 3.013 -2.430
O 3.524 3.208 -1.988
C 2.601 2.391 -2.691
N 7.220 3.596 -2.144
H 4.483 5.569 -1.912
H 6.029 5.872 -2.764
H 5.923 6.035 -1.043
H 5.778 3.665 -0.674
H 5.100 1.976 -2.152
H 4.916 2.991 -3.527
H 1.619 2.774 -2.410
H 2.589 1.362 -2.319
H 2.777 2.495 -3.761
H 7.541 2.889 -1.486
H 7.835 4.376 -1.934
C -3.899 7.976 2.410
C -2.714 7.077 2.009
C -3.062 6.100 0.884
O -4.080 5.212 1.298
C -4.709 4.666 0.154
N -1.650 7.961 1.522
H -4.636 7.380 2.949
H -4.374 8.320 1.488
H -3.647 8.849 3.008
H -2.389 6.517 2.892
H -2.131 5.574 0.638
H -3.373 6.690 0.016
H -5.570 4.115 0.538
H -4.064 3.974 -0.398
H -5.121 5.407 -0.536
H -1.419 8.673 2.204
H -0.775 7.460 1.394
C 7.973 -3.477 1.969
C 7.583 -3.594 3.426
C 6.120 -3.208 3.666
O 5.723 -2.046 2.964
C 4.495 -1.534 3.468
N 7.772 -5.021 3.859
H 7.783 -2.425 1.741
H 7.411 -4.147 1.322
H 9.038 -3.632 1.783
H 8.253 -2.976 4.031
H 6.006 -2.965 4.731
H 5.480 -4.070 3.446
H 3.731 -2.301 3.284
H 4.206 -0.723 2.800
H 4.608 -1.249 4.514
H 8.784 -5.113 3.903
H 7.479 -5.015 4.837
C -0.066 1.026 5.352
C -1.195 2.071 5.423
C -2.053 2.183 4.157
O -1.254 2.430 3.018
C -2.029 2.477 1.847
N -2.145 1.823 6.500
H -0.384 0.046 4.987
H 0.308 0.857 6.364
H 0.748 1.404 4.732
H -0.666 3.011 5.595
H -2.747 3.014 4.305
H -2.579 1.229 4.015
H -1.362 2.656 1.000
H -2.785 3.265 1.824
H -2.458 1.505 1.577
H -2.553 0.900 6.401
H -1.698 1.869 7.406
C 4.873 -0.289 -0.275
C 6.272 -0.265 -0.851
C 7.176 0.677 -0.092
O 8.374 0.904 -0.833
C 9.389 1.464 -0.029
N 6.898 -1.619 -0.885
H 4.750 -0.918 0.609
H 4.233 -0.771 -1.018
H 4.535 0.732 -0.093
H 6.211 0.116 -1.874
H 7.364 0.426 0.960
H 6.716 1.679 -0.020
H 9.061 2.292 0.615
H 10.140 1.826 -0.727
H 9.780 0.739 0.694
H 7.862 -1.478 -1.179
H 6.970 -1.789 0.118
C 0.809 -4.395 3.895
C -0.703 -4.235 3.779
C -1.232 -2.865 4.216
O -2.629 -3.002 4.325
C -3.274 -1.836 4.802
N -1.013 -4.483 2.357
H 1.362 -3.770 3.187
H 1.141 -5.414 3.706
H 1.180 -4.104 4.884
H -1.230 -5.034 4.301
H -0.917 -2.026 3.586
H -0.808 -2.691 5.220
H -3.158 -1.138 3.962
H -2.814 -1.446 5.715
H -4.351 -1.921 4.926
H -0.609 -3.699 1.831
H -2.012 -4.345 2.211
C -5.798 -2.495 -1.512
C -4.481 -3.253 -1.716
C -3.892 -3.105 -3.105
O -4.777 -3.419 -4.165
C -5.020 -4.810 -4.291
N -3.529 -2.849 -0.682
H -6.478 -2.829 -2.301
H -5.671 -1.410 -1.551
H -6.183 -2.671 -0.508
H -4.657 -4.331 -1.625
H -2.893 -3.544 -3.217
H -3.668 -2.039 -3.271
H -4.172 -5.384 -4.674
H -5.866 -4.838 -4.980
H -5.350 -5.335 -3.388
H -3.046 -1.978 -0.892
H -3.909 -2.846 0.251
C 0.482 -3.623 -3.888
C 1.638 -3.800 -2.903
C 2.683 -2.702 -2.994
O 3.453 -2.783 -4.170
C 4.478 -1.824 -4.178
N 1.115 -3.786 -1.541
H 0.911 -3.851 -4.867
H -0.046 -2.673 -3.810
H -0.263 -4.420 -3.791
H 2.047 -4.789 -3.145
H 3.356 -2.893 -2.142
H 2.292 -1.685 -2.861
H 5.202 -2.023 -3.373
H 4.144 -0.797 -3.981
H 5.023 -1.903 -5.115
H 1.814 -4.013 -0.833
H 0.513 -4.606 -1.455
C -1.499 0.710 -5.161
C -2.930 0.716 -5.650
C -3.176 1.766 -6.760
O -2.069 1.761 -7.639
C -2.276 2.396 -8.873
N -3.262 -0.566 -6.327
H -0.796 0.396 -5.931
H -1.255 0.132 -4.265
H -1.233 1.729 -4.849
H -3.634 0.901 -4.835
H -3.262 2.746 -6.268
H -4.123 1.626 -7.285
H -1.550 1.928 -9.545
H -1.972 3.450 -8.901
H -3.282 2.306 -9.287
H -2.806 -1.311 -5.809
H -2.812 -0.514 -7.236
C 1.513 -0.873 0.560
C -0.023 -0.867 0.392
C -0.537 -0.150 -0.864
O -1.952 -0.397 -0.858
C -2.678 0.676 -1.425
N -0.425 -2.265 0.468
H 1.839 -1.482 1.400
H 1.802 0.174 0.719
H 2.121 -1.170 -0.296
H -0.486 -0.403 1.271
H -0.112 -0.670 -1.727
H -0.293 0.911 -0.799
H -2.295 0.860 -2.432
H -2.510 1.606 -0.871
H -3.746 0.470 -1.401
H 0.028 -2.798 -0.294
H -1.408 -2.341 0.213
C -4.965 0.159 1.869
C -6.213 -0.297 2.667
C -7.471 0.429 2.194
O -8.492 0.065 3.111
C -9.786 0.338 2.618
N -6.368 -1.748 2.578
H -5.234 1.083 1.349
H -4.751 -0.521 1.040
H -4.104 0.207 2.524
H -6.093 -0.015 3.717
H -7.700 0.069 1.182
H -7.348 1.517 2.194
H -9.796 1.309 2.112
H -10.509 0.456 3.426
H -10.156 -0.458 1.968
H -7.172 -1.928 3.176
H -6.652 -1.939 1.620

Summary:
Gap between HOMO and LUMO in hartree: 0.3214
LUMO energy in eV: 0.4
SMILES string: COC[C@H](C)N.COC[C@H](C)N.COC[C@H](C)N.COC[C@H](C)N.COC[C@H](C)N.COC[C@H](C)N.COC[C@H](C)N.COC[C@H](C)N.COC[C@H](C)N.COC[C@H](C)N.COC[C@H](C)N
Spin multiplicity: 1